[1]
Density functional theory data (ωB97M-V/def2-TZVPD) for a molecular structure, C11H10IrN3O9S2 at a distorted geometry.

Structure (XYZ):
```
36
Properties=species:S:1:pos:R:3:forces:R:3
C 1.218 3.017 -0.015 -0.04 -0.02 -0.08
C -0.776 -2.128 0.635 -0.60 -0.17 0.33
C -0.663 2.265 -4.558 0.18 -0.03 -0.02
O 2.400 -0.563 2.857 0.01 -0.13 -0.07
H -1.648 2.653 -4.340 -0.04 0.02 0.01
O -1.812 -0.468 -2.792 -0.92 -0.35 -0.30
C 1.589 -1.784 0.934 0.01 -0.20 -0.12
C -0.109 1.313 -3.721 -0.04 0.22 -0.13
O 1.098 0.496 1.386 0.47 -0.26 0.14
C 1.338 2.210 -5.910 -0.04 0.04 -0.05
H 2.899 0.879 -5.221 0.02 -0.01 -0.01
O 2.083 0.479 -1.581 -0.05 -0.38 0.50
N 0.368 -1.574 0.176 0.21 0.61 -0.35
C 1.908 1.276 -5.056 -0.05 0.06 0.06
H -0.364 3.445 -6.319 0.00 0.00 -0.02
C -1.994 -1.268 0.310 0.01 0.05 0.08
C 1.181 0.841 -3.965 -0.11 0.16 0.00
N -1.588 0.165 0.414 0.07 -0.17 0.19
H 1.528 -2.690 1.532 0.00 0.00 0.00
O 2.899 -1.067 -3.344 0.43 0.48 -0.02
N 2.111 3.689 0.292 0.03 0.02 -0.01
O -0.882 -3.162 1.275 0.13 0.16 -0.16
C 0.066 2.705 -5.657 -0.01 0.01 -0.02
H -2.248 0.763 -0.084 0.06 0.17 -0.06
H -1.542 0.495 1.376 0.09 -0.15 0.06
O 0.570 -1.103 -2.563 1.20 -0.81 -0.10
H -2.803 -1.511 0.995 0.01 0.01 0.00
O -2.005 1.825 -2.005 -0.56 0.74 0.14
H 2.448 -1.850 0.262 -0.01 0.01 0.00
Ir 0.269 0.318 -0.450 -0.98 0.84 -0.22
S 1.788 -0.339 -2.816 -0.56 -0.71 -0.18
H -2.309 -1.430 -0.722 0.02 -0.04 0.00
S -1.131 0.725 -2.351 1.03 -0.40 0.26
C 1.758 -0.559 1.836 0.04 0.28 0.19
O 0.194 2.356 -0.366 -0.02 -0.07 -0.07
H 1.889 2.554 -6.775 0.01 0.02 0.00
```
Forces are in eV/Å.

Calculated values
Charge   -1
Lowest unoccupied orbital energy (spin up / spin down)   2.428 / 0.585 eV
Kohn-Sham gap (spin up / spin down)   8.450 / 6.997 eV
HOMO energy (spin up / spin down)   -6.0 / -6.4 eV
Electronic energy   -58978.596 eV
Spin multiplicity   2
Molecular weight   584.56 g mol⁻¹



[2]
Density functional theory data (ωB97M-V/def2-TZVPD) for a single C11H10O molecule at a distorted geometry.

Structure (XYZ):
```
22
Properties=species:S:1:pos:R:3:forces:R:3
H 3.120 1.051 0.401 0.16 0.43 0.02
C -0.457 2.487 -0.004 -2.67 2.20 0.97
H -2.573 1.853 -0.496 1.62 0.03 -0.25
C 0.027 -0.217 -0.112 1.52 -0.38 -1.08
C -1.484 1.523 -0.448 -1.81 4.28 1.91
C -2.435 -0.816 -0.358 -0.19 -1.51 0.48
C -1.301 0.235 -0.354 0.64 -4.65 0.18
H -2.426 -1.671 -1.243 -0.20 2.76 2.06
H 3.924 -1.094 -0.131 -2.46 -0.17 0.36
H -3.346 -0.158 -0.249 0.41 -1.36 -0.63
H -0.353 -2.234 -0.230 -0.29 -1.13 -0.79
C 0.473 -1.583 -0.396 0.11 1.83 3.09
H -2.106 -1.281 1.768 -1.07 -1.37 -3.66
C 1.785 -1.992 -0.165 -1.57 2.47 -1.44
C 2.348 0.325 0.229 0.33 -0.74 -0.45
O -2.401 -1.773 0.854 1.11 3.06 1.38
C 0.997 0.756 0.199 2.45 -1.05 -0.11
C 2.764 -0.948 -0.048 1.79 -0.92 0.35
H 1.863 -3.034 -0.247 1.20 -1.20 0.02
H -0.830 3.530 0.355 0.59 -1.62 -1.58
H 1.607 2.893 0.323 -0.28 -0.53 0.96
C 0.804 2.146 0.353 -1.40 -0.43 -1.78
```
Forces are in eV/Å.

Calculated values
Lowest unoccupied orbital energy   0.423 eV
Kohn-Sham gap   8.931 eV
HOMO energy   -8.5 eV
Electronic energy   -13613.893 eV
Molecular weight   158.20 g mol⁻¹
SMILES   OCc1cccc2ccccc12



[3]
Density functional theory data (ωB97M-V/def2-TZVPD) for a single C11H10O2 molecule at a distorted geometry.

Structure (XYZ):
```
23
Properties=species:S:1:pos:R:3:forces:R:3
C 0.410 0.332 1.124 2.21 1.64 1.76
H -0.072 -0.839 3.834 -0.59 1.27 0.42
H -0.499 -2.929 0.982 0.87 1.46 -0.65
C -0.168 -1.879 0.677 -1.32 -1.04 0.31
C -0.445 -0.021 -1.070 -1.19 -5.42 1.04
H 1.624 -1.007 3.409 0.75 0.04 0.41
O 1.123 1.346 1.873 -0.71 -0.81 -0.20
C 0.623 -1.275 3.166 -1.02 -1.88 -2.28
H 0.407 -2.361 3.404 0.81 0.92 -0.75
H -0.531 -2.309 -2.376 -1.56 0.16 2.97
H -1.395 1.867 -3.644 0.66 -0.25 0.13
C -1.008 0.157 -2.318 0.54 3.77 -1.67
C -0.501 -1.426 -0.573 -0.07 0.49 -0.72
H 0.164 3.356 -2.383 0.01 0.25 -0.41
H 1.105 2.861 -0.038 -2.04 -1.10 -1.16
H -1.469 -0.554 -2.998 -0.03 -0.07 0.75
C -0.049 2.377 -1.995 -0.34 0.78 2.27
C 0.315 -0.950 1.649 -0.45 1.28 -0.07
C 0.041 0.884 -0.176 1.37 0.26 1.93
C 0.338 2.195 -0.609 0.98 -0.22 -2.40
O -1.068 -2.298 -1.475 1.50 -0.98 -2.38
H 1.914 0.986 2.307 -0.60 -0.15 -0.26
C -0.857 1.486 -2.768 0.21 -0.41 0.97
```
Forces are in eV/Å.

Calculated values
Lowest unoccupied orbital energy   0.336 eV
Kohn-Sham gap   8.009 eV
HOMO energy   -7.7 eV
Electronic energy   -15662.214 eV
Molecular weight   174.20 g mol⁻¹
SMILES   Cc1cc(O)c2ccccc2c1O



[4]
Density functional theory data (ωB97M-V/def2-TZVPD) for a single C11H11Br3O4 molecule at a distorted geometry.

Structure (XYZ):
```
29
Properties=species:S:1:pos:R:3:forces:R:3
Br 2.581 -2.920 -4.168 -0.03 0.00 0.80
H -3.938 -1.740 0.411 -0.07 0.00 -0.19
H 0.411 0.620 3.735 0.21 0.53 0.00
C -3.637 -1.961 1.433 0.12 -0.26 -0.59
C 2.433 -2.824 -2.279 -2.45 2.06 1.28
C 0.540 1.683 3.456 -0.06 -0.44 -1.64
O -1.007 0.332 -2.021 1.55 -1.69 0.08
H -4.223 -1.281 2.043 -0.17 -0.16 0.33
Br 1.905 -2.614 1.291 -0.83 1.10 -1.31
O -1.823 -0.434 1.060 0.32 0.70 -0.21
C -0.431 2.058 2.290 0.76 -0.47 0.22
H -0.381 3.133 2.114 -0.13 0.04 0.12
O -1.410 -2.433 2.103 -0.54 1.86 -1.04
Br 3.630 -3.857 -1.230 -0.29 0.32 -0.91
H 1.589 1.869 3.148 -0.47 -0.23 0.19
H 0.153 -0.526 1.838 -0.93 0.00 -0.87
C -2.166 -1.620 1.569 0.50 -2.71 1.31
C -0.117 1.375 0.940 -1.45 0.26 0.86
H 0.917 1.601 0.700 0.19 -0.43 -0.29
C 0.184 -0.775 -0.265 0.42 -1.00 1.30
C -0.181 -0.488 -1.648 -1.99 2.23 0.21
H -0.766 1.794 0.184 0.00 0.41 -0.40
H -1.441 1.796 2.589 -0.26 0.14 0.02
C 1.447 -1.989 -1.690 2.79 -2.90 -1.03
O 0.559 -1.279 -2.459 0.65 -0.24 -0.71
H -3.834 -3.053 1.627 0.37 1.39 0.13
C 1.142 -1.730 -0.277 0.03 -0.07 0.59
C -0.415 -0.121 0.949 1.90 -0.72 1.01
H 0.331 2.311 4.293 -0.14 0.29 0.74
```
Forces are in eV/Å.

Calculated values
Lowest unoccupied orbital energy   -1.099 eV
Kohn-Sham gap   7.957 eV
HOMO energy   -9.1 eV
Electronic energy   -229901.726 eV
Molecular weight   446.92 g mol⁻¹
SMILES   CCC[C@@H](OC(C)=O)C1=C(Br)C(=C(Br)Br)OC1=O



[5]
Density functional theory data (ωB97M-V/def2-TZVPD) for a single C11H11BrO molecule at a distorted geometry.

Structure (XYZ):
```
24
Properties=species:S:1:pos:R:3:forces:R:3
C 2.149 -2.247 0.072 -0.86 -0.38 -0.04
C -0.454 2.300 -0.904 1.86 0.00 2.48
H 0.528 2.749 -1.131 0.00 -0.01 0.99
H 0.338 -3.347 0.323 -0.92 -1.82 0.19
C 0.487 0.017 -0.204 1.71 -0.81 0.34
C -0.467 1.075 -0.015 -4.14 -0.94 -1.42
H 3.737 -0.848 -0.153 2.11 0.07 -0.08
C -1.520 -1.429 -0.178 0.47 2.94 -0.04
H -1.118 2.967 -0.441 -0.59 1.51 0.52
H -1.828 1.664 1.790 2.14 -0.73 -0.78
C -2.096 -0.103 -0.723 2.28 1.07 0.87
O -2.157 -2.331 0.262 -0.44 -1.23 0.28
H 2.342 1.158 -0.296 -0.29 -0.52 0.28
C -0.024 -1.252 -0.107 -0.02 -4.11 0.30
C 2.720 -1.008 -0.135 -3.42 2.18 0.45
Br -3.694 0.587 0.029 -0.29 -0.30 0.07
H -0.785 2.188 -1.850 -1.51 -1.21 -3.09
C 1.872 0.170 -0.166 1.57 -1.42 -0.97
C 0.782 -2.442 0.109 -0.14 4.94 -0.89
C -0.775 1.245 1.489 -0.84 -0.87 -0.03
H -0.527 0.269 2.016 -0.90 1.02 -0.63
H 2.679 -3.144 0.213 1.33 -0.70 0.08
H -2.227 -0.093 -1.819 0.60 0.25 0.53
H 0.038 1.856 1.818 0.31 1.06 0.59
```
Forces are in eV/Å.

Calculated values
Lowest unoccupied orbital energy   0.037 eV
Kohn-Sham gap   8.747 eV
HOMO energy   -8.7 eV
Electronic energy   -83672.910 eV
Molecular weight   239.11 g mol⁻¹



[6]
Density functional theory data (ωB97M-V/def2-TZVPD) for 2 unconnected molecules or ions with the total composition C11H11Cl2FO5S at a distorted geometry.

Structure (XYZ):
```
31
Properties=species:S:1:pos:R:3:forces:R:3
Cl -1.486 7.545 -0.238 0.00 0.01 0.02
H -1.564 -3.045 -0.505 -0.16 -0.04 -0.08
C 2.269 -3.566 -0.591 -0.21 0.36 0.29
O -0.151 -1.810 2.562 0.18 0.06 0.81
C -0.497 -3.199 -0.541 0.64 -0.04 -0.13
H -1.735 -0.046 1.634 0.03 -0.07 0.25
H 1.885 -4.864 -2.259 0.14 -0.05 -0.07
C 1.706 -2.723 0.365 -0.31 -0.50 -0.41
O 1.749 1.653 1.638 -0.09 -0.36 0.47
H -2.647 6.180 1.281 -0.05 0.04 -0.05
O 0.804 0.184 -0.510 -0.09 0.03 0.21
H -0.947 1.220 -0.429 -0.14 0.33 0.13
C 1.457 -4.213 -1.512 -0.24 -0.08 -0.02
O -0.035 3.169 0.935 -0.38 0.01 0.29
C -1.108 -0.468 0.856 -0.17 -0.09 -0.07
C -0.286 -1.631 1.386 0.02 -0.02 -0.41
O 0.481 0.447 -2.710 -0.64 -0.30 -0.81
Cl -2.867 5.009 -0.742 -0.03 -0.05 -0.01
C 0.994 0.819 -1.722 0.68 0.08 0.27
C 0.076 -4.046 -1.487 -0.01 0.37 0.39
H -0.562 -4.540 -2.202 0.01 -0.16 -0.12
C -0.294 0.648 0.224 -0.20 -0.18 -0.03
H -1.112 5.443 0.751 0.01 -0.01 -0.07
H -1.785 -0.848 0.095 0.04 -0.03 -0.27
H 3.341 -3.686 -0.609 0.09 -0.11 -0.09
S 0.369 1.888 1.414 0.76 0.64 -1.33
H 1.712 1.641 -1.687 0.15 0.15 0.25
H 2.320 -2.202 1.081 0.09 0.07 0.11
C -1.992 5.992 0.439 0.10 -0.05 0.10
F -0.422 1.597 2.710 -0.18 -0.11 0.40
C 0.324 -2.547 0.376 -0.04 0.08 -0.04
```
Forces are in eV/Å.

Calculated values
Lowest unoccupied orbital energy   0.267 eV
Kohn-Sham gap   10.032 eV
HOMO energy   -9.8 eV
Electronic energy   -60419.154 eV
Molecular weight   345.17 g mol⁻¹
SMILES   O=CO[C@@H](CC(=O)c1ccccc1)S(=O)(=O)F.ClCCl



[7]
Density functional theory data (ωB97M-V/def2-TZVPD) for a single C11H11ClN2O molecule at a distorted geometry.

Structure (XYZ):
```
26
Properties=species:S:1:pos:R:3:forces:R:3
H 0.108 -3.110 0.754 -0.20 -1.11 0.57
C -1.348 0.508 -0.957 -1.12 0.99 -2.94
H -2.947 1.249 -2.261 -0.03 -0.01 0.44
N 1.170 1.036 1.085 -0.32 0.83 2.64
O 2.249 2.019 -1.522 0.55 -0.12 1.21
H -4.400 1.570 -0.234 -1.54 0.68 -0.59
C -3.430 1.199 -0.146 -0.89 0.95 -0.38
H 4.333 0.173 0.136 0.09 1.31 0.19
H 0.612 -2.847 -0.911 0.50 -0.69 -0.91
C -3.069 0.939 1.152 0.11 0.70 -0.97
C -2.637 1.072 -1.230 2.03 -1.84 -0.49
C 4.227 1.084 -0.502 -1.22 -0.93 0.43
Cl 2.603 -1.653 0.778 -0.68 0.02 -0.02
H -1.594 0.074 2.393 0.43 1.20 -1.43
N 2.159 1.580 0.701 2.05 2.18 0.12
H 4.756 1.980 -0.218 1.08 -0.25 -0.01
H -0.885 -2.108 -0.331 0.23 -0.36 0.08
H -0.693 0.170 -1.763 -0.10 0.62 0.01
C 2.807 1.585 -0.522 -0.91 -1.40 -2.15
H -3.796 1.319 1.833 -0.06 -0.71 1.18
H 4.384 0.669 -1.483 0.54 0.62 -0.60
C 0.127 -2.441 -0.067 -0.78 2.03 0.59
C 0.897 -1.249 0.404 1.68 0.00 -0.42
C 0.523 0.022 0.509 -2.18 -2.85 -1.18
C -0.908 0.351 0.296 -0.02 -0.33 1.43
C -1.802 0.512 1.356 0.76 -1.53 3.18
```
Forces are in eV/Å.

Calculated values
Lowest unoccupied orbital energy   -0.051 eV
Kohn-Sham gap   8.551 eV
HOMO energy   -8.6 eV
Electronic energy   -29132.158 eV
Molecular weight   222.68 g mol⁻¹
SMILES   CC(=O)/N=N\C(=C(\C)Cl)c1ccccc1



[8]
Density functional theory data (ωB97M-V/def2-TZVPD) for a molecular structure, C11H11IOS at a distorted geometry.

Structure (XYZ):
```
25
Properties=species:S:1:pos:R:3:forces:R:3
C 3.561 2.156 -0.740 1.49 -1.75 -1.30
H 2.189 2.559 0.916 1.53 -1.62 0.02
C -2.069 -1.664 0.250 -0.67 0.69 0.14
H 4.291 3.501 -2.121 -0.44 -0.02 -0.40
C -3.441 -2.020 -0.335 1.42 -0.91 -2.57
C -0.995 -2.474 0.525 0.04 -1.84 0.79
H 4.185 1.293 -1.207 -0.83 1.75 0.75
O 1.250 1.342 2.948 0.23 -1.17 -0.26
H -3.877 -1.076 -0.680 -0.16 -0.44 -0.04
H -3.427 -2.767 -1.237 0.33 1.44 1.49
C -1.954 -0.283 0.622 -2.33 -1.42 -2.68
H 0.839 -2.683 1.753 -0.55 0.44 -1.14
H -0.883 1.292 1.298 0.90 -0.36 0.51
C -0.852 0.205 1.191 1.57 0.74 0.21
H -2.791 0.324 0.142 1.28 -0.23 1.41
C 2.623 0.478 0.775 -0.58 -2.05 1.50
H 2.964 4.228 -1.051 0.24 -0.75 0.04
C 3.534 3.335 -1.363 0.44 0.45 0.67
H -4.105 -2.488 0.339 -0.61 -0.33 1.16
C 0.128 -1.997 1.227 0.15 -1.85 0.67
C 0.229 -0.695 1.484 -0.35 3.71 1.17
C 2.873 1.733 0.458 -2.48 1.78 -0.33
I 3.137 -1.395 -0.200 0.31 1.37 0.28
S 1.682 0.017 2.393 -0.40 1.56 -1.67
H -0.984 -3.579 0.431 -0.50 0.83 -0.41
```
Forces are in eV/Å.

Calculated values
Lowest unoccupied orbital energy   0.051 eV
Kohn-Sham gap   8.978 eV
HOMO energy   -8.9 eV
Electronic energy   -32565.256 eV
Molecular weight   318.18 g mol⁻¹



[9]
Density functional theory data (ωB97M-V/def2-TZVPD) for a gas-phase ion, C11H11N2 (charge +1) at a distorted geometry.

Structure (XYZ):
```
24
Properties=species:S:1:pos:R:3:forces:R:3
H 1.062 1.140 3.873 0.81 0.11 -1.17
H -1.447 1.154 -0.821 0.08 -0.35 -1.77
C -0.052 0.875 2.138 -0.45 0.71 -2.18
C -1.081 -1.993 -1.809 -0.46 1.21 2.57
C 0.939 0.149 -2.526 -1.79 1.15 -2.56
C 1.172 0.975 2.770 -1.01 -0.33 1.80
H -0.900 1.199 2.625 -1.68 0.32 1.65
H -2.125 -1.081 1.213 0.66 -0.09 -0.46
C -1.602 0.766 0.148 1.19 -1.17 -0.37
C 2.331 0.769 2.079 2.49 -1.05 -1.06
H -2.319 1.480 0.451 -0.68 0.49 1.67
C -2.104 -0.686 0.187 -1.48 0.00 -1.12
H 3.178 0.184 0.127 -1.51 -0.01 1.04
H -3.160 -0.634 -0.076 -0.09 -0.29 -0.33
C 2.232 0.346 0.748 1.45 0.51 -0.46
C 0.900 0.175 -1.266 1.13 0.87 -0.88
N -0.391 -2.288 -2.763 0.15 -1.13 -1.94
H 0.371 -0.755 -2.958 1.00 -0.04 0.31
N -1.382 -1.510 -0.763 -0.49 -0.11 0.84
H -0.628 -3.067 -3.355 0.05 -0.10 -0.21
C -0.282 0.710 0.773 4.00 -0.30 1.52
H 3.380 0.800 2.497 -1.59 0.17 -0.19
C 0.991 0.317 0.075 -2.42 0.82 1.12
H 0.918 0.974 -3.367 0.64 -1.40 2.18
```
Forces are in eV/Å.

Calculated values
Charge   +1
Lowest unoccupied orbital energy   -5.413 eV
Kohn-Sham gap   7.931 eV
HOMO energy   -13.3 eV
Electronic energy   -14554.534 eV
Molecular weight   171.22 g mol⁻¹



Among the records above, which one has the highest electronic energy? C11H10O



Which formula does entry 8 have? C11H11IOS



Which of these has the lowest electronic energy? C11H11Br3O4



Which of these has the highest electronic energy? C11H10O